1.
Computed, not measured: a molecular structure, C19H34FeN4O3P2, with wB97M-V/def2-TZVPD.

Geometry (Å):
Fe (-0.860, -0.884, 1.355)
C (-2.785, -0.959, 2.688)
C (-1.971, -2.007, 3.180)
C (-1.789, -2.944, 2.133)
C (-2.533, -2.505, 1.021)
C (-3.143, -1.274, 1.354)
H (-3.127, -0.104, 3.251)
H (-1.544, -2.079, 4.165)
H (-1.204, -3.848, 2.201)
H (-2.610, -3.006, 0.070)
H (-3.783, -0.691, 0.711)
C (0.889, -2.967, -1.066)
N (0.993, -1.755, -1.880)
C (2.352, -1.214, -1.955)
P (-0.345, -0.816, -1.967)
O (-1.293, -0.945, -0.813)
O (0.244, 0.709, -2.009)
P (0.411, 1.468, -0.578)
O (0.600, 0.421, 0.478)
N (1.699, 2.445, -0.636)
C (3.016, 1.999, -0.179)
C (1.722, 3.583, -1.554)
N (-0.940, 2.384, -0.464)
C (-1.348, 2.732, 0.900)
C (-2.044, 2.321, -1.422)
N (-1.102, -1.077, -3.373)
C (-2.519, -0.760, -3.548)
C (-0.336, -1.168, -4.614)
H (1.694, -3.644, -1.347)
H (-0.058, -3.477, -1.235)
H (0.996, -2.749, 0.005)
H (3.009, -1.982, -2.361)
H (2.716, -0.923, -0.965)
H (2.392, -0.350, -2.614)
H (2.911, 1.173, 0.520)
H (3.504, 2.826, 0.337)
H (3.643, 1.696, -1.022)
H (0.708, 3.902, -1.788)
H (2.241, 3.327, -2.481)
H (2.237, 4.417, -1.079)
H (-0.481, 2.909, 1.535)
H (-1.965, 1.943, 1.351)
H (-1.945, 3.643, 0.870)
H (-1.669, 2.181, -2.432)
H (-2.581, 3.269, -1.389)
H (-2.741, 1.513, -1.182)
H (-3.013, -0.711, -2.582)
H (-2.987, -1.549, -4.138)
H (-2.648, 0.190, -4.072)
H (0.676, -1.512, -4.411)
H (-0.292, -0.201, -5.121)
H (-0.809, -1.892, -5.276)
C (2.436, 0.337, 4.656)
C (1.106, 0.662, 4.850)
C (0.125, 0.139, 4.007)
C (0.467, -0.685, 2.936)
C (1.819, -0.998, 2.755)
C (2.791, -0.510, 3.614)
H (3.194, 0.730, 5.321)
H (0.821, 1.306, 5.672)
H (-0.911, 0.385, 4.213)
H (2.131, -1.641, 1.936)
H (3.830, -0.781, 3.470)

For the max |F|, the calculation gives 0.4 eV Å⁻¹. The calculation puts the calculated total energy at -85319.8956 eV. The total charge is +1. The expectation value of S² is 8.764. As for the multiplicity: 6. The highest occupied orbital energy (alpha / beta) comes out at -10.39 / -11.08 eV.



2.
Computed, not measured: a molecular structure, C19H34NO2STi at a distorted geometry, with wB97M-V/def2-TZVPD.

Geometry (Å):
Ti (0.389, 0.368, 0.077)
C (1.483, 3.014, 1.958)
C (0.868, 1.636, 1.996)
C (1.704, 0.487, 2.003)
C (3.202, 0.639, 2.089)
C (1.121, -0.799, 2.028)
C (2.001, -2.022, 2.018)
C (-0.284, -0.944, 2.041)
C (-0.874, -2.320, 2.178)
C (-1.114, 0.202, 1.979)
C (-2.614, 0.087, 1.922)
C (-0.537, 1.488, 2.054)
C (-1.429, 2.678, 2.271)
H (1.713, 3.361, 2.968)
H (0.811, 3.739, 1.504)
H (2.414, 3.023, 1.395)
H (3.680, 0.624, 1.107)
H (3.634, -0.168, 2.675)
H (3.469, 1.573, 2.576)
H (2.263, -2.306, 3.041)
H (2.928, -1.845, 1.480)
H (1.502, -2.871, 1.559)
H (-0.806, -2.888, 1.247)
H (-1.913, -2.286, 2.486)
H (-0.325, -2.877, 2.937)
H (-3.052, 0.154, 2.921)
H (-2.933, -0.858, 1.492)
H (-3.043, 0.890, 1.325)
H (-1.886, 3.038, 1.347)
H (-0.886, 3.503, 2.720)
H (-2.239, 2.410, 2.947)
N (2.898, 1.870, -2.685)
C (1.905, 1.680, -1.861)
O (1.863, 0.615, -1.152)
C (0.795, 2.673, -1.694)
C (-0.413, 1.965, -1.038)
H (3.647, 1.194, -2.754)
H (2.956, 2.712, -3.238)
H (0.585, 3.146, -2.656)
H (1.176, 3.465, -1.043)
H (-1.046, 1.546, -1.827)
H (-1.026, 2.708, -0.532)
C (0.868, -1.720, -3.735)
C (-0.336, -2.421, -3.127)
S (-1.294, -1.323, -2.108)
O (-0.388, -1.126, -0.839)
C (-2.587, -2.438, -1.569)
C (-3.841, -2.262, -2.418)
H (1.426, -2.437, -4.337)
H (1.535, -1.343, -2.960)
H (0.566, -0.899, -4.387)
H (-0.068, -3.260, -2.482)
H (-1.046, -2.766, -3.884)
H (-2.739, -2.166, -0.524)
H (-2.181, -3.449, -1.614)
H (-4.198, -1.233, -2.404)
H (-4.627, -2.900, -2.016)
H (-3.677, -2.560, -3.454)

For the max |F|, the calculation gives 1.3 eV Å⁻¹. The calculation puts the calculated total energy at -59778.7543 eV. The total charge is +2. The expectation value of S² is 0.754. As for the multiplicity: 2. The highest occupied orbital energy (alpha / beta) comes out at -14.11 / -15.33 eV.



3.
Computed, not measured: a molecular structure, C19H35Br2NbO10P at a distorted geometry, with wB97M-V/def2-TZVPD.

Geometry (Å):
C (2.794, -1.085, 4.105)
C (1.478, -0.922, 3.576)
C (0.005, -0.623, 2.841)
Nb (-1.010, -2.531, 2.092)
Br (0.651, -3.882, 3.693)
C (0.490, -2.589, 0.325)
O (1.460, -3.690, 0.415)
C (2.846, -3.157, 0.607)
O (3.327, -2.702, -0.697)
C (3.842, -1.332, -0.691)
C (2.894, -0.481, -1.774)
O (3.113, 0.986, -1.581)
C (-1.965, -4.511, 1.583)
P (-1.431, -5.389, -0.011)
O (-0.086, -6.265, 0.160)
O (-2.672, -6.645, -0.265)
O (-1.475, -4.450, -1.469)
C (-2.512, -1.264, 0.940)
Br (-4.023, -2.222, 0.086)
C (-1.838, -0.280, -0.218)
C (-3.064, 0.771, -0.653)
H (3.734, -1.559, 4.657)
H (0.262, 0.119, 1.955)
H (-0.699, 0.005, 3.573)
H (-2.147, -2.409, 3.537)
H (1.140, -1.597, 0.482)
H (-0.015, -2.446, -0.719)
H (3.503, -4.096, 0.914)
H (2.931, -2.391, 1.484)
H (3.756, -0.753, 0.319)
H (4.957, -1.243, -1.102)
H (1.746, -0.654, -1.577)
H (3.130, -0.815, -2.882)
H (2.363, 1.356, -0.999)
H (-1.664, -5.263, 2.466)
H (-3.158, -4.541, 1.610)
H (-2.379, -7.253, -1.011)
H (-1.809, -3.516, -1.333)
H (-2.985, -0.507, 1.734)
H (-0.978, 0.403, 0.187)
H (-1.530, -0.884, -1.173)
H (-3.985, 0.716, 0.094)
H (-2.707, 1.908, -0.611)
H (-3.467, 0.490, -1.716)
O (-4.289, 3.422, -1.375)
C (-3.761, 3.739, -2.428)
O (-2.626, 4.492, -2.523)
C (-2.356, 4.760, -3.899)
C (-3.076, 3.680, -4.663)
C (-4.278, 3.405, -3.794)
H (-2.732, 5.760, -4.140)
H (-1.277, 4.734, -4.075)
H (-3.332, 3.973, -5.684)
H (-2.449, 2.782, -4.716)
H (-5.113, 4.070, -4.033)
H (-4.586, 2.359, -3.854)
O (2.116, 0.984, 1.191)
C (2.630, 2.072, 1.388)
O (3.339, 2.769, 0.452)
C (3.886, 3.941, 1.056)
C (3.025, 4.204, 2.264)
C (2.619, 2.816, 2.689)
H (4.929, 3.742, 1.324)
H (3.854, 4.771, 0.344)
H (3.541, 4.768, 3.046)
H (2.135, 4.772, 1.968)
H (3.353, 2.366, 3.364)
H (1.624, 2.809, 3.139)

For the max |F|, the calculation gives 9.2 eV Å⁻¹. The calculation puts the calculated total energy at -191660.2359 eV. The total charge is -1. As for the multiplicity: 1. The highest occupied orbital energy comes out at -4.87 eV.



4.
Computed, not measured: a molecular structure, C19H35N2OTl at a distorted geometry, with wB97M-V/def2-TZVPD.

Geometry (Å):
C (1.070, -2.513, 1.077)
H (1.763, -2.195, 1.870)
H (0.257, -3.154, 1.440)
H (-0.393, -0.466, 2.382)
C (1.767, -3.063, -0.138)
H (1.091, -3.026, -1.009)
H (2.623, -2.425, -0.403)
C (2.232, -4.501, 0.121)
H (2.767, -4.911, -0.740)
H (2.892, -4.526, 0.996)
H (1.373, -5.140, 0.358)
C (-2.523, -0.068, -1.233)
C (-2.070, -1.308, -1.772)
C (-2.238, -2.316, -0.778)
C (-2.769, -1.692, 0.394)
C (-2.951, -0.296, 0.107)
C (-3.336, 0.751, 1.080)
C (-2.940, -2.324, 1.723)
C (-1.816, -3.733, -0.883)
C (-1.429, -1.470, -3.097)
C (-2.460, 1.246, -1.909)
Tl (-0.152, -0.571, 0.610)
H (-2.831, -1.598, 2.540)
H (-3.943, -2.774, 1.812)
H (-2.207, -3.127, 1.904)
H (-3.178, 0.435, 2.119)
H (-2.765, 1.682, 0.933)
H (-4.402, 1.006, 0.965)
H (-1.640, 1.293, -2.641)
H (-3.400, 1.442, -2.452)
H (-2.311, 2.074, -1.203)
H (-0.822, -2.383, -3.155)
H (-2.195, -1.534, -3.885)
H (-0.779, -0.617, -3.343)
H (-1.358, -4.110, 0.044)
H (-2.688, -4.370, -1.095)
H (-1.098, -3.888, -1.700)
C (-0.146, 4.030, -0.652)
N (1.137, 3.697, -0.073)
C (2.057, 4.748, 0.314)
C (3.076, 4.206, 1.296)
C (3.602, 2.887, 0.792)
N (2.491, 1.974, 0.733)
C (2.736, 0.567, 0.991)
C (1.385, 2.372, 0.046)
O (0.570, 1.542, -0.468)
H (-0.966, 3.685, -0.006)
H (-0.250, 3.548, -1.626)
H (-0.243, 5.115, -0.766)
H (2.573, 5.136, -0.582)
H (1.517, 5.582, 0.778)
H (2.599, 4.072, 2.280)
H (3.912, 4.904, 1.421)
H (4.343, 2.454, 1.468)
H (4.026, 3.023, -0.223)
H (2.637, -0.047, 0.084)
H (3.758, 0.476, 1.391)
H (2.044, 0.202, 1.765)

For the max |F|, the calculation gives 2.0 eV Å⁻¹. The value obtained for the relative energy (zero: lowest compared OMol25 entry of this formula, charge and spin) is 36.88 kcal per mole. The calculation puts the calculated total energy at -29972.8745 eV. The total charge is +2. As for the multiplicity: 1. The highest occupied orbital energy (alpha / beta) comes out at -14.59 / -14.59 eV.